Entry 1:
C18H46BrN2O10P2 as an isolated structure in a non-equilibrium geometry, computed with ωB97M-V/def2-TZVPD.

The lowest unoccupied orbital energy comes out at -4.4 eV. Its orbital gap is 6.8647 eV. The charge is +1. The HOMO energy comes out at -11.3 eV. Its total energy is -4831.70934 a.u.

Cartesian coordinates (Å):
C1 -1.2218 -0.3937 1.5415
C2 0.0528 -0.8291 2.2953
N1 0.6295 -1.8852 1.9106
C3 0.5316 0.1092 3.4331
P1 1.2446 -0.7204 4.9048
C4 0.0931 -1.8822 5.7696
C5 -1.3527 -1.8792 5.1864
O1 -2.0915 -1.0618 5.5413
Br1 -1.9197 -3.2325 3.9136
O2 2.7096 -1.4503 4.5217
C6 3.3467 -1.6667 5.6982
N2 3.9158 -2.1761 6.5176
P2 1.7755 0.8032 6.4530
O3 2.4926 2.0637 5.6926
O4 0.3673 1.2933 7.1783
H1 -1.3901 -1.1261 0.7286
H2 -2.1001 -0.3580 2.2088
H3 -1.0258 0.5705 1.0280
H4 1.4705 -2.0001 2.4939
H5 1.1926 0.9120 3.0333
H6 -0.3750 0.6462 3.8071
H7 0.0092 -1.5822 6.8364
H8 0.5360 -2.8989 5.7581
H9 2.4759 2.8630 6.2530
H10 0.3690 0.9328 8.0822
C7 4.6248 -0.7472 -0.4712
C8 3.6569 -0.7655 0.6922
O5 2.9437 0.4710 0.7670
H11 5.3352 0.0742 -0.3630
H12 5.1785 -1.6866 -0.5329
H13 4.0947 -0.5905 -1.4124
H14 4.1927 -0.9001 1.6348
H15 2.9409 -1.5736 0.5865
H16 2.4660 0.5789 -0.0646
C9 -3.7648 1.4704 -2.1541
C10 -3.6925 0.8782 -0.7614
O6 -3.0958 1.8050 0.1464
H17 -2.7673 1.7348 -2.5107
H18 -4.2141 0.7652 -2.8566
H19 -4.3574 2.3891 -2.1530
H20 -3.0830 -0.0265 -0.7604
H21 -4.6923 0.6215 -0.3969
H22 -3.6431 2.5992 0.1494
C11 0.5105 -4.1759 -1.9185
C12 1.9461 -3.6891 -1.8833
O7 2.0346 -2.4453 -1.1883
H23 -0.1298 -3.4402 -2.4084
H24 0.4316 -5.1235 -2.4539
H25 0.1244 -4.3130 -0.9046
H26 2.3206 -3.5336 -2.8949
H27 2.5930 -4.4182 -1.3843
H28 1.7087 -2.5950 -0.2920
C13 6.0395 -5.1977 -0.6894
C14 6.7487 -4.4102 -1.7756
O8 5.8094 -3.8813 -2.7058
H29 5.4621 -6.0146 -1.1257
H30 6.7542 -5.6132 0.0236
H31 5.3347 -4.5595 -0.1475
H32 7.4340 -5.0529 -2.3272
H33 7.3225 -3.5836 -1.3428
H34 5.2102 -3.3056 -2.2164
C15 -7.3410 3.3583 -3.4212
C16 -7.0071 4.6677 -2.7298
O9 -5.6030 4.7842 -2.5250
H35 -6.9909 2.5122 -2.8264
H36 -8.4173 3.2591 -3.5748
H37 -6.8420 3.2962 -4.3919
H38 -7.4901 4.7167 -1.7533
H39 -7.3491 5.5190 -3.3278
H40 -5.1743 4.7510 -3.3924
C17 -1.2664 5.0761 -5.1985
C18 -2.7767 4.9484 -5.1588
O10 -3.2748 5.2632 -3.8576
H41 -0.8078 4.4110 -4.4646
H42 -0.8788 4.8291 -6.1883
H43 -0.9580 6.0938 -4.9461
H44 -3.0796 3.9269 -5.3902
H45 -3.2413 5.6205 -5.8871
H46 -3.0153 6.1697 -3.6571

Charges computed using Löwdin, reported in e:
1 C -0.04
2 C -0.48
3 N 0.16
4 C -0.19
5 P 0.92
6 C -0.21
7 C -0.87
8 O 0.08
9 Br 0.80
10 O -0.15
11 C -0.43
12 N 0.23
13 P 0.80
14 O -0.26
15 O -0.28
16 H 0.09
17 H 0.09
18 H 0.09
19 H 0.05
20 H 0.12
21 H 0.12
22 H 0.11
23 H 0.11
24 H 0.09
25 H 0.07
26 C -0.07
27 C -0.33
28 O -0.09
29 H 0.08
30 H 0.06
31 H 0.08
32 H 0.11
33 H 0.05
34 H 0.09
35 C -0.08
36 C -0.32
37 O -0.10
38 H 0.08
39 H 0.08
40 H 0.06
41 H 0.10
42 H 0.11
43 H 0.09
44 C -0.09
45 C -0.30
46 O -0.11
47 H 0.08
48 H 0.08
49 H 0.07
50 H 0.12
51 H 0.11
52 H 0.04
53 C -0.09
54 C -0.32
55 O -0.09
56 H 0.08
57 H 0.07
58 H 0.06
59 H 0.11
60 H 0.11
61 H 0.05
62 C -0.09
63 C -0.32
64 O -0.11
65 H 0.07
66 H 0.07
67 H 0.07
68 H 0.11
69 H 0.11
70 H 0.04
71 C -0.09
72 C -0.31
73 O -0.10
74 H 0.07
75 H 0.08
76 H 0.07
77 H 0.11
78 H 0.11
79 H 0.10

***

Entry 2:
C18H47N3NbO5 as an isolated structure in a non-equilibrium geometry, computed with ωB97M-V/def2-TZVPD.

The lowest unoccupied orbital energy comes out at 2.5 eV. As for the energy relative to the best compared isomer or geometry (same formula, charge and spin): 0.0 kcal/mol. Its orbital gap is 7.0233 eV. The charge is -1. The HOMO energy comes out at -4.5 eV. Its total energy is -1311.20373 a.u.

Cartesian coordinates (Å):
C1 1.2580 -4.6303 0.1422
C2 0.4627 -3.6030 -0.6784
C3 -1.0598 -3.7016 -0.5017
Nb1 -2.1060 -1.7662 -1.0954
C4 -3.7692 -2.3102 0.3573
C5 -5.1239 -1.5985 0.2181
N1 -6.2731 -2.5600 0.3189
C6 -2.8653 -2.9377 -2.9151
N2 -3.9174 -3.9201 -2.5319
C7 -5.2630 -3.4006 -2.8241
N3 -2.9539 0.1307 -1.6993
C8 -2.3336 0.5097 -2.9928
C9 -2.8089 1.2141 -0.8361
C10 -3.0527 1.0468 0.6434
O1 -2.4913 2.3386 -1.2305
H1 0.7376 -5.5811 0.2203
H2 1.4592 -4.2407 1.1388
H3 2.2261 -4.8222 -0.3259
H4 0.7854 -2.6055 -0.3920
H5 0.7181 -3.7084 -1.7317
H6 -1.4773 -4.5244 -1.0853
H7 -1.2706 -3.9311 0.5470
H8 -0.6640 -1.3905 -2.1977
H9 -0.9992 -1.0305 0.1782
H10 -3.9491 -3.3751 0.2052
H11 -3.4328 -2.1987 1.3932
H12 -5.2391 -1.0781 -0.7284
H13 -5.2279 -0.8648 1.0151
H14 -6.5338 -2.6281 1.2945
H15 -7.0726 -2.1208 -0.1243
H16 -3.2086 -2.2849 -3.7278
H17 -2.0236 -3.4975 -3.3268
H18 -3.7872 -4.7024 -3.1568
H19 -5.2859 -2.3335 -2.6243
H20 -5.9898 -3.8967 -2.1894
H21 -5.5271 -3.5243 -3.8791
H22 -2.9110 1.2814 -3.5019
H23 -1.3089 0.8352 -2.8560
H24 -2.2964 -0.3424 -3.6661
H25 -3.4428 1.9852 1.0225
H26 -3.6834 0.2130 0.9028
H27 -2.0873 0.8750 1.1132
C11 2.9264 0.8082 -1.3374
O2 2.7965 -0.0436 -0.2179
C12 3.6496 -1.1729 -0.2600
C13 4.8224 -1.0055 0.6767
O3 5.6917 0.0369 0.2541
C14 5.4787 1.2427 0.9609
H28 2.3310 1.6981 -1.1387
H29 3.9681 1.1022 -1.5028
H30 2.5348 0.3237 -2.2378
H31 4.0011 -1.3556 -1.2800
H32 3.0625 -2.0418 0.0547
H33 5.4040 -1.9329 0.6998
H34 4.4563 -0.8077 1.6887
H35 5.8101 1.1481 2.0016
H36 4.4252 1.5318 0.9458
H37 6.0653 2.0233 0.4787
C15 2.8188 7.0680 3.3115
O4 1.9031 6.2919 2.5679
C16 2.4682 5.7231 1.3951
C17 2.7995 4.2621 1.5836
O5 3.8486 4.0826 2.5267
C18 3.3887 3.6413 3.7899
H38 2.3346 7.3341 4.2499
H39 3.7346 6.5118 3.5296
H40 3.0752 7.9891 2.7751
H41 3.3661 6.2743 1.0990
H42 1.7299 5.8184 0.5937
H43 3.1396 3.8505 0.6283
H44 1.9078 3.7092 1.8895
H45 3.0229 2.6107 3.7316
H46 2.5930 4.2841 4.1755
H47 4.2349 3.6737 4.4750

Charges computed using Löwdin, reported in e:
1 C -0.15
2 C -0.41
3 C -0.40
4 Nb 1.57
5 C -0.36
6 C -0.40
7 N -0.03
8 C -0.39
9 N -0.19
10 C -0.17
11 N -0.21
12 C -0.22
13 C -0.61
14 C -0.05
15 O -0.01
16 H 0.06
17 H 0.06
18 H 0.05
19 H 0.03
20 H 0.08
21 H 0.03
22 H 0.03
23 H -0.08
24 H -0.06
25 H 0.02
26 H 0.02
27 H 0.06
28 H 0.07
29 H 0.05
30 H 0.04
31 H 0.02
32 H 0.02
33 H 0.07
34 H 0.05
35 H 0.06
36 H 0.07
37 H 0.07
38 H 0.05
39 H 0.02
40 H 0.08
41 H 0.02
42 H 0.06
43 C -0.11
44 O -0.19
45 C -0.20
46 C -0.20
47 O -0.19
48 C -0.12
49 H 0.08
50 H 0.08
51 H 0.09
52 H 0.13
53 H 0.11
54 H 0.12
55 H 0.12
56 H 0.09
57 H 0.07
58 H 0.09
59 C -0.12
60 O -0.19
61 C -0.20
62 C -0.20
63 O -0.20
64 C -0.11
65 H 0.09
66 H 0.08
67 H 0.09
68 H 0.12
69 H 0.13
70 H 0.12
71 H 0.13
72 H 0.09
73 H 0.08
74 H 0.09

***

Entry 3:
A 5-piece molecular cluster, C18H47N5O5 overall in a non-equilibrium geometry, computed with ωB97M-V/def2-TZVPD.

The lowest unoccupied orbital energy comes out at 0.7 eV. As for the SMILES: COC[C@H](C)N.COC[C@H](C)N.COC[C@H](C)N.CN(C)C=O.CN(C)C=O. Its orbital gap is 9.8051 eV. The HOMO energy comes out at -9.1 eV. Its total energy is -1363.90544 a.u.

Cartesian coordinates (Å):
C1 9.2267 -18.8429 -27.7145
O1 10.4986 -18.2684 -27.8026
C2 11.5985 -19.1453 -27.6040
C3 12.8115 -18.2421 -27.5309
C4 14.1360 -18.9686 -27.7275
N1 12.8109 -17.5215 -26.2604
H1 8.8960 -19.5110 -28.5144
H2 8.4994 -18.0205 -27.7730
H3 9.0652 -19.1956 -26.6879
H4 11.4818 -19.7906 -26.7164
H5 11.5725 -19.9404 -28.3664
H6 12.7173 -17.6228 -28.4360
H7 14.1814 -19.8982 -27.1409
H8 14.9515 -18.3965 -27.2854
H9 14.2903 -19.3495 -28.7373
H10 13.4014 -16.6942 -26.3615
H11 11.8944 -17.0548 -26.2634
C5 12.6421 -26.0864 -32.1045
O2 14.0141 -26.3748 -32.0063
C6 14.8392 -25.2185 -32.0661
C7 16.2915 -25.6332 -31.8122
C8 16.4478 -26.3369 -30.4718
N2 17.1346 -24.4225 -31.8297
H12 12.1753 -27.0741 -31.9805
H13 12.2621 -25.7926 -33.0891
H14 12.2432 -25.4481 -31.3130
H15 14.8700 -24.8005 -33.0773
H16 14.5093 -24.5558 -31.2594
H17 16.5994 -26.3483 -32.5765
H18 16.1599 -25.7779 -29.5767
H19 17.4700 -26.7011 -30.3534
H20 15.7591 -27.1837 -30.4141
H21 17.1325 -23.9909 -30.9037
H22 18.0725 -24.8296 -31.7801
C9 8.8011 -22.7967 -27.9311
O3 9.9573 -23.2737 -27.2815
C10 11.0081 -23.3920 -28.2234
C11 12.2734 -23.9055 -27.5744
C12 12.8191 -22.9618 -26.5194
N3 13.2783 -24.0974 -28.6133
H23 8.7648 -23.1654 -28.9631
H24 8.8809 -21.7112 -28.0721
H25 7.8624 -23.0259 -27.4392
H26 10.7146 -24.0838 -29.0185
H27 11.1798 -22.4010 -28.6657
H28 12.0976 -24.8792 -27.1037
H29 12.9650 -21.9867 -26.9901
H30 13.7431 -23.3602 -26.0783
H31 12.2844 -22.8839 -25.5647
H32 14.1838 -24.3497 -28.2378
H33 13.4108 -23.2134 -29.0994
C13 16.7596 -21.4723 -26.5374
N4 16.8213 -22.9133 -26.3632
C14 16.7771 -23.4815 -24.9994
C15 16.9540 -23.6777 -27.4502
O4 17.0916 -23.2704 -28.5903
H34 15.7886 -21.2105 -26.9513
H35 17.5972 -21.1605 -27.1608
H36 16.8818 -20.9454 -25.5908
H37 15.9436 -23.0361 -24.4622
H38 16.7094 -24.5610 -25.1048
H39 17.7186 -23.1608 -24.5499
H40 16.9451 -24.7460 -27.1770
C16 14.0560 -28.1662 -28.7478
N5 14.8667 -28.0389 -27.5433
C17 15.7479 -29.1601 -27.3010
C18 14.6216 -27.0926 -26.6297
O5 15.2492 -26.9486 -25.5921
H41 13.6066 -27.2678 -29.1765
H42 13.1304 -28.7265 -28.5474
H43 14.5844 -28.7076 -29.5231
H44 16.6343 -28.8891 -26.7199
H45 15.1981 -29.9060 -26.7268
H46 16.2462 -29.5203 -28.1998
H47 13.7568 -26.4536 -26.8679

Charges computed using Löwdin, reported in e:
1 C -0.13
2 O -0.19
3 C -0.21
4 C -0.45
5 C -0.07
6 N 0.05
7 H 0.08
8 H 0.09
9 H 0.10
10 H 0.13
11 H 0.12
12 H 0.14
13 H 0.04
14 H 0.08
15 H 0.09
16 H 0.08
17 H 0.08
18 C -0.13
19 O -0.20
20 C -0.19
21 C -0.42
22 C -0.07
23 N 0.04
24 H 0.09
25 H 0.09
26 H 0.07
27 H 0.13
28 H 0.12
29 H 0.14
30 H 0.06
31 H 0.08
32 H 0.04
33 H 0.04
34 H 0.07
35 C -0.11
36 O -0.17
37 C -0.22
38 C -0.44
39 C -0.05
40 N 0.06
41 H 0.09
42 H 0.06
43 H 0.09
44 H 0.12
45 H 0.12
46 H 0.13
47 H 0.06
48 H 0.07
49 H 0.09
50 H 0.05
51 H 0.08
52 C -0.03
53 N -0.19
54 C -0.02
55 C -0.37
56 O 0.00
57 H 0.06
58 H 0.10
59 H 0.09
60 H 0.08
61 H 0.07
62 H 0.09
63 H 0.13
64 C -0.07
65 N -0.17
66 C -0.05
67 C -0.35
68 O 0.00
69 H 0.08
70 H 0.09
71 H 0.08
72 H 0.09
73 H 0.10
74 H 0.09
75 H 0.12

***

- Among the records above, which one has the lowest orbital gap?
  C18H46BrN2O10P2